# C18H15F3N2O4S

A single C18H15F3N2O4S molecule (the ωB97M-V functional and the def2-TZVPD basis, the Open Molecules 2025 dataset).

Results
DFT total energy: -49063.1936 eV
LUMO: 0.390 eV
SMILES: Cc1ccc(S(=O)(=O)N2N=C(C(F)(F)F)C[C@H]2c2cccc3c2OCO3)cc1
charge: 0
M: 412.39 g mol⁻¹
ΔE to the lowest compared entry with this formula, charge and spin: 174.3 kJ/mol
gap between HOMO and LUMO: 8.8725 eV

Last column: natural (NBO) charge in e.
Geometry (Å):
C1 -3.888 0.682 -2.284  -0.638
C2 -2.460 0.230 -2.342  -0.019
C3 -2.005 -1.089 -2.483  -0.208
C4 -0.610 -1.311 -2.434  -0.164
C5 0.184 -0.282 -2.086  -0.322
S1 1.923 -0.651 -1.792  2.226
O1 2.221 -2.091 -2.050  -0.923
O2 2.677 0.257 -2.670  -0.894
N1 2.274 -0.318 -0.145  -0.501
N2 3.339 0.488 0.097  -0.113
C6 3.483 0.462 1.448  0.082
C7 4.515 1.369 2.191  0.967
F1 3.738 1.947 3.216  -0.349
F2 5.515 0.693 2.747  -0.299
F3 5.029 2.464 1.512  -0.310
C8 2.623 -0.613 2.075  -0.461
C9 1.758 -1.126 0.987  -0.103
C10 0.301 -0.971 1.173  -0.030
C11 -0.423 -2.100 1.466  -0.217
C12 -1.817 -2.132 1.407  -0.214
C13 -2.521 -0.989 1.369  -0.256
C14 -1.819 0.173 1.298  0.242
C15 -0.418 0.209 1.073  0.215
O3 0.063 1.438 1.149  -0.467
C16 -1.181 2.213 1.036  0.216
O4 -2.294 1.396 1.525  -0.468
C17 -0.215 1.024 -2.010  -0.184
C18 -1.627 1.308 -2.135  -0.171
H1 -4.427 0.233 -1.432  0.228
H2 -4.370 0.314 -3.205  0.219
H3 -4.100 1.740 -2.287  0.222
H4 -2.795 -1.835 -2.779  0.231
H5 -0.161 -2.254 -2.592  0.254
H6 3.351 -1.404 2.426  0.247
H7 2.046 -0.098 2.888  0.253
H8 1.970 -2.158 0.813  0.234
H9 0.071 -3.101 1.600  0.217
H10 -2.381 -3.060 1.635  0.220
H11 -3.577 -0.967 1.779  0.231
H12 -1.094 3.101 1.707  0.186
H13 -1.449 2.583 0.081  0.170
H14 0.426 1.867 -1.774  0.242
H15 -1.875 2.358 -2.202  0.211

***

# CH2N2O2

A single CH2N2O2 molecule (the ωB97M-V functional and the def2-TZVPD basis, the Open Molecules 2025 dataset).

Results
DFT total energy: -8140.0155 eV
LUMO (spin up / spin down): -1.501 / -1.498 eV
SMILES: [H]/N=N/C(=O)O
charge: 0
M: 74.04 g mol⁻¹
ΔE to the lowest compared entry with this formula, charge and spin: 516.7 kJ/mol
gap between HOMO and LUMO (spin up / spin down): 8.1499 / 8.1529 eV

Last column: natural (NBO) charge in e.
Geometry (Å):
H1 0.730 1.710 0.856  0.331
N1 0.100 1.257 0.167  -0.059
N2 -0.654 0.415 0.834  -0.386
C1 -0.661 -0.734 0.203  0.873
O1 -1.263 -1.716 -0.014  -0.497
O2 0.872 -0.397 -0.542  -0.745
H2 0.875 -0.535 -1.505  0.483

***

# C2H10NOS2

2 unconnected molecules or ions with the total composition C2H10NOS2 (the ωB97M-V functional and the def2-TZVPD basis, the Open Molecules 2025 dataset).

Results
DFT total energy: -27436.4437 eV
LUMO: -3.630 eV
charge: +1
M: 128.24 g mol⁻¹
ΔE to the lowest compared entry with this formula, charge and spin: 178.4 kJ/mol
gap between HOMO and LUMO: 7.5170 eV

Last column: natural (NBO) charge in e.
Geometry (Å):
N1 -1.654 -1.118 -1.763  -0.668
C1 -1.188 -1.054 -0.392  -0.272
C2 -0.469 0.341 -0.063  -0.523
S1 0.158 0.489 1.767  0.097
S2 1.251 2.067 1.485  -0.161
H1 -0.943 -1.321 -2.466  0.465
H2 -1.947 -0.190 -1.995  0.428
H3 -2.435 -1.703 -2.063  0.455
H4 -0.335 -1.783 -0.328  0.246
H5 -1.979 -1.509 0.305  0.258
H6 0.499 0.353 -0.674  0.243
H7 -1.179 1.156 -0.224  0.228
H8 1.636 2.545 2.679  0.194
H9 0.780 -1.991 -3.814  0.486
H10 1.101 -3.358 -3.194  0.511
O1 0.470 -2.624 -3.148  -0.986

***

# C11H13NS

A single C11H13NS molecule (the ωB97M-V functional and the def2-TZVPD basis, the Open Molecules 2025 dataset).

Results
DFT total energy: -23938.8952 eV
LUMO: 0.478 eV
SMILES: C#CCN(C)CC(=C)c1cccs1
charge: 0
M: 191.30 g mol⁻¹
ΔE to the lowest compared entry with this formula, charge and spin: 342.9 kJ/mol
gap between HOMO and LUMO: 8.5561 eV

Last column: natural (NBO) charge in e.
Geometry (Å):
C1 -5.029 0.244 -0.328  -0.233
C2 -3.872 0.447 -0.564  -0.022
C3 -2.432 0.729 -0.752  -0.282
N1 -1.531 0.044 0.161  -0.450
C4 -1.183 -1.335 -0.072  -0.413
C5 -0.546 0.830 0.820  -0.231
C6 0.648 0.956 -0.052  -0.036
C7 0.886 1.888 -0.979  -0.386
C8 1.829 -0.011 0.126  -0.184
C9 2.274 -0.707 1.302  -0.266
C10 3.527 -1.480 1.061  -0.258
C11 4.058 -1.219 -0.186  -0.433
S1 3.126 -0.187 -1.149  0.412
H1 -6.054 0.092 -0.047  0.237
H2 -2.174 0.476 -1.805  0.207
H3 -2.290 1.863 -0.667  0.228
H4 -0.436 -1.392 -0.966  0.165
H5 -1.996 -2.008 -0.283  0.215
H6 -0.518 -1.763 0.764  0.214
H7 -0.192 0.341 1.784  0.204
H8 -0.893 1.849 0.985  0.217
H9 1.858 2.027 -1.421  0.206
H10 0.122 2.594 -1.268  0.192
H11 1.795 -0.544 2.254  0.223
H12 3.985 -2.112 1.814  0.226
H13 5.040 -1.624 -0.534  0.248

***

# C6H15NSi

A single C6H15NSi molecule (the ωB97M-V functional and the def2-TZVPD basis, the Open Molecules 2025 dataset).

Results
DFT total energy: -15831.3313 eV
LUMO: 0.982 eV
SMILES: CN[SiH2]/C=C/C(C)C
charge: 0
M: 129.28 g mol⁻¹
ΔE to the lowest compared entry with this formula, charge and spin: 141.0 kJ/mol
gap between HOMO and LUMO: 10.3060 eV

Last column: natural (NBO) charge in e.
Geometry (Å):
C1 -3.400 1.472 2.656  -0.407
N1 -2.044 1.310 2.129  -1.081
Si1 -1.558 -0.106 1.365  1.300
C2 -0.313 0.158 -0.226  -0.583
C3 0.841 -0.446 -0.343  -0.174
C4 1.940 -0.251 -1.301  -0.269
C5 2.844 -1.564 -1.190  -0.605
C6 1.458 -0.010 -2.698  -0.594
H1 -4.032 1.691 1.737  0.204
H2 -3.588 0.579 3.201  0.186
H3 -3.542 2.397 3.295  0.201
H4 -1.428 1.679 2.824  0.388
H5 -2.883 -0.662 0.798  -0.197
H6 -0.839 -1.173 2.086  -0.207
H7 -0.550 0.972 -0.998  0.202
H8 1.257 -1.140 0.400  0.187
H9 2.564 0.628 -1.066  0.214
H10 2.318 -2.379 -0.667  0.204
H11 3.034 -1.881 -2.258  0.204
H12 3.788 -1.465 -0.704  0.209
H13 1.197 -0.870 -3.267  0.206
H14 0.632 0.596 -2.514  0.208
H15 2.304 0.466 -3.258  0.203

***

# C18H48BrN4O7V

A molecular structure, C18H48BrN4O7V (the ωB97M-V functional and the def2-TZVPD basis, the Open Molecules 2025 dataset).

Results
DFT total energy: -135458.5765 eV
LUMO: -3.211 eV
charge: 0
M: 563.45 g mol⁻¹
ΔE to the lowest compared entry with this formula, charge and spin: 804.2 kJ/mol
gap between HOMO and LUMO: 5.0185 eV

Last column: Löwdin charge in e.
Geometry (Å):
O1 6.870 2.007 2.730  -0.309
V1 6.712 2.610 1.259  1.054
O2 6.329 4.143 1.402  -0.299
Br1 3.060 1.224 0.646  -0.547
C1 -1.197 -2.817 -0.444  -0.041
O3 -2.470 -3.449 0.071  -0.224
C2 -2.290 -4.231 1.263  -0.218
C3 -3.627 -4.630 1.938  -0.216
N1 -4.682 -4.927 0.989  -0.059
C4 -5.990 -4.688 1.605  -0.191
C5 -6.047 -5.348 2.984  -0.213
O4 -5.308 -4.863 4.121  -0.240
C6 -5.146 -5.665 5.273  -0.103
H1 -1.154 -1.949 0.214  0.071
H2 -1.280 -2.309 -1.405  0.079
H3 -0.366 -3.500 -0.270  0.078
H4 -1.688 -3.659 1.969  0.110
H5 -1.733 -5.122 0.974  0.107
H6 -3.895 -3.803 2.596  0.113
H7 -3.476 -5.449 2.641  0.112
H8 -4.506 -5.881 0.708  0.110
H9 -6.750 -4.946 0.867  0.119
H10 -6.184 -3.620 1.696  0.118
H11 -5.874 -6.390 2.713  0.116
H12 -7.050 -5.352 3.412  0.115
H13 -4.338 -5.139 5.781  0.095
H14 -4.748 -6.645 5.010  0.079
H15 -6.078 -5.889 5.793  0.084
C7 8.799 -0.552 -3.247  -0.065
C8 8.417 0.648 -2.328  -0.400
C9 7.623 1.699 -3.096  -0.219
O5 7.487 2.854 -2.288  -0.233
C10 6.964 3.993 -3.055  -0.066
N2 7.626 0.269 -1.148  0.051
H16 7.972 -1.173 -3.592  0.074
H17 9.372 -1.348 -2.774  0.073
H18 9.274 -0.268 -4.186  0.076
H19 9.402 1.074 -2.136  0.137
H20 6.580 1.422 -3.251  0.137
H21 8.169 2.020 -3.982  0.126
H22 6.919 4.887 -2.432  0.086
H23 5.949 3.898 -3.442  0.087
H24 7.631 4.181 -3.896  0.083
H25 8.071 -0.511 -0.685  0.076
H26 6.699 -0.066 -1.371  0.083
C11 -2.393 0.098 4.281  -0.069
C12 -3.245 0.841 3.236  -0.421
C13 -4.507 1.540 3.814  -0.189
O6 -5.147 2.271 2.726  -0.220
C14 -6.355 2.963 3.218  -0.077
N3 -2.472 1.847 2.481  0.048
H27 -2.191 0.629 5.212  0.070
H28 -1.426 -0.100 3.819  0.070
H29 -2.856 -0.809 4.671  0.068
H30 -3.570 0.071 2.536  0.131
H31 -4.458 2.210 4.672  0.115
H32 -5.199 0.746 4.095  0.112
H33 -7.011 2.167 3.571  0.077
H34 -6.815 3.542 2.418  0.082
H35 -6.039 3.630 4.021  0.075
H36 -1.612 1.354 2.288  0.059
H37 -2.234 2.458 3.249  0.069
C15 0.423 4.543 -2.479  -0.077
C16 -0.305 3.604 -3.396  -0.434
C17 0.628 3.224 -4.598  -0.222
O7 0.242 2.073 -5.291  -0.201
C18 1.096 1.728 -6.381  -0.097
N4 -0.723 2.474 -2.545  0.049
H38 -0.212 4.724 -1.612  0.085
H39 0.514 5.555 -2.872  0.076
H40 1.373 4.075 -2.221  0.082
H41 -1.226 3.913 -3.889  0.133
H42 1.586 2.903 -4.188  0.115
H43 0.757 4.111 -5.218  0.125
H44 0.835 0.717 -6.694  0.087
H45 2.154 1.802 -6.129  0.081
H46 0.893 2.384 -7.228  0.082
H47 -0.673 1.678 -3.165  0.055
H48 0.124 2.290 -2.026  0.056